The following is a quantum chemistry calculation of a 3-piece molecular cluster, C4H14N2O2 overall, from the Open Molecules 2025 dataset.

```
22
Properties=species:S:1:pos:R:3
O -0.6496 -2.5171 1.4633
O 2.9378 -0.6342 0.2522
N -1.1426 1.0984 0.6179
N -1.2629 0.9956 2.9061
C 0.8575 0.3100 -2.4476
C -1.6425 0.5643 1.7785
C -0.2077 1.0716 -1.6615
C -0.8559 0.2639 -0.5388
H 0.1740 1.9871 -1.2000
H 0.4642 -0.3426 -3.1987
H -2.4222 -0.1679 1.6079
H 1.5703 1.0123 -2.8584
H 2.5464 -0.0920 0.9441
H -1.7991 -0.1608 -0.8818
H -0.5052 -2.9941 0.6357
H 3.6995 -1.0709 0.6419
H 0.2539 -2.3045 1.7279
H -0.9689 1.5034 -2.3172
H 1.3687 -0.2830 -1.6991
H -0.2416 -0.6013 -0.2683
H -1.7509 0.5762 3.6881
H -0.4230 1.7858 0.8075
```

The HOMO energy comes out at -0.322 Eh. The value obtained for the total energy is -11449.8544 eV. For the relative energy (zero: lowest compared OMol25 entry of this formula, charge and spin), the calculation gives 80.63 kJ/mol. As for the SMILES: [H]/N=C/NCCC.O.O. Its molecular weight is 122.168 g mol⁻¹. The value obtained for the HOMO-LUMO gap is 9.212 eV. The calculation puts the LUMO energy at 0.0166 hartree.